ORCA calculation (ωB97M-V/def2-TZVPD) on 9 unconnected molecules or ions with the total composition C14H36Cl2N9O17 at a distorted geometry.

Structure (ORCA input):
```
! RIJCOSX wB97M-V def2-TZVPD def2/J DEFGRID3
* xyz 1 1
H 2.683 5.567 0.611
C -1.805 -2.555 -0.642
N -1.365 -2.410 -2.076
O -0.365 6.215 -0.078
H -3.833 -3.104 -1.359
C 0.129 2.366 5.476
H -2.362 -0.583 5.603
C -3.777 -3.338 0.794
H -1.960 4.932 -2.270
N -3.588 -1.646 4.290
C 2.060 -3.560 3.361
O 3.490 2.942 -2.162
H -4.723 -3.861 0.544
H -1.860 -3.036 -2.717
H 5.117 4.221 -4.351
O 1.243 3.650 0.706
H 2.683 -2.727 3.045
H -4.048 -0.803 6.158
O 5.067 4.935 -6.836
N -1.439 5.776 -0.430
H 2.339 -4.472 2.843
C -3.373 -2.545 -0.516
H 3.681 5.246 -4.674
N 4.361 4.118 -6.295
H 1.170 2.018 -0.513
H 2.426 0.997 -1.267
N 0.655 -3.224 3.012
C 0.251 -6.106 -5.117
O 0.214 -1.197 -0.012
O -2.517 6.195 -0.081
H -0.402 -6.346 -4.284
C 4.145 4.276 -4.834
N -0.507 2.225 6.810
H -1.952 3.804 -0.875
O 1.568 3.899 -2.250
O 0.189 -2.230 3.510
O 3.817 3.183 -6.843
H -3.047 -4.136 1.040
H 3.499 3.478 -4.492
C -3.409 -0.582 5.311
H -0.090 3.365 5.110
H -3.687 0.363 4.851
O -1.710 2.358 6.858
H 3.336 5.166 2.229
Cl 2.549 -1.798 -0.988
Cl 0.424 -4.336 -2.449
H -1.580 -1.225 1.129
C -1.436 4.624 -1.368
H 0.577 -1.939 -2.915
C -1.213 -1.315 0.085
C 0.809 -2.242 -0.741
H -0.301 1.607 4.827
H 1.293 -6.111 -4.808
O 0.754 -7.025 -7.161
O -0.693 -8.045 -5.936
C 1.655 1.741 -1.442
C 2.441 5.390 1.654
H -3.767 -1.516 -0.421
O 0.212 1.986 7.752
C 0.128 -2.569 -2.121
O 1.177 3.865 2.836
H 1.902 6.234 2.075
H 2.105 -3.697 4.439
H -3.882 -2.670 1.675
H 0.824 -3.172 -0.136
N 0.089 -7.150 -6.161
H -0.022 -5.153 -5.563
H 1.199 2.221 5.583
O 0.067 -3.969 2.250
N 2.291 2.961 -1.998
H 0.933 1.386 -2.174
H -1.556 -1.454 -2.405
H -1.638 -0.424 -0.448
O -2.937 -1.549 3.266
H -1.486 -3.522 -0.207
N 1.549 4.206 1.739
H -0.406 4.360 -1.589
O -4.363 -2.537 4.536
*
```

Properties
E in eV: -88335.1007
Max |F| in eV/A: 2.3